Entry from OMol25: a 6-piece molecular cluster, C18H27F3O18 overall at a distorted geometry (ωB97M-V/def2-TZVPD).

Results
Gap between HOMO and LUMO ... 11.61 eV
Total energy ... -64112.3378 eV
E_LUMO ... 0.56 eV

XYZ file:
```
66
Properties=species:S:1:pos:R:3:lowdin_charge:R:1
C 8.3715 7.7659 -5.5608 -0.05
C 8.8843 6.7333 -6.5388 -0.26
O 9.1358 5.6401 -5.6858 0.11
C 9.3968 6.0927 -4.4491 -0.54
O 9.7395 5.4528 -3.5110 0.17
O 9.0893 7.4194 -4.3777 0.05
F 10.1015 7.1492 -7.0589 0.05
H 7.2960 7.6508 -5.4203 0.13
H 8.5622 8.7822 -5.8953 0.14
H 8.3139 6.4284 -7.4088 0.15
C 6.5047 3.0928 -5.5542 -0.04
C 5.0082 2.8272 -5.4769 -0.28
O 4.4534 3.7703 -6.3153 0.15
C 5.3073 4.8388 -6.3770 -0.52
O 5.0348 5.9121 -6.7916 0.19
O 6.5299 4.4574 -5.9536 0.06
F 4.6114 3.1320 -4.1745 0.04
H 7.0278 2.4720 -6.2838 0.13
H 6.9674 2.9430 -4.5821 0.13
H 4.6392 1.8196 -5.6310 0.17
C 7.1640 5.1292 -1.6089 -0.06
C 6.2547 5.0403 -0.3874 -0.29
O 6.2426 3.6435 -0.1832 0.13
C 6.3750 3.0536 -1.4084 -0.55
O 6.1728 1.9080 -1.6173 0.19
O 6.7695 3.9633 -2.3187 0.06
F 4.9925 5.4537 -0.7032 0.07
H 8.2034 5.1649 -1.2803 0.14
H 6.9862 6.0309 -2.1902 0.13
H 6.6161 5.5555 0.4954 0.17
C 6.4921 13.1527 -6.9965 -0.04
O 5.4836 12.4236 -6.2832 0.00
C 5.6716 11.0961 -6.2815 -0.62
O 6.6297 10.5174 -6.7159 0.12
O 4.6077 10.5432 -5.7142 0.02
C 4.7064 9.1298 -5.5462 -0.03
H 6.0791 14.1521 -7.1328 0.09
H 6.6882 12.7406 -7.9811 0.10
H 7.3762 13.2414 -6.3695 0.10
H 3.7664 8.7145 -5.2017 0.10
H 5.4837 8.9618 -4.8002 0.07
H 4.9964 8.6359 -6.4731 0.09
C 4.6325 8.9388 -1.2800 -0.05
O 5.6107 9.1660 -2.2687 -0.01
C 6.8903 9.1282 -1.8735 -0.61
O 7.2854 8.7673 -0.7967 0.13
O 7.6242 9.6429 -2.8521 0.00
C 9.0282 9.7828 -2.6622 -0.03
H 4.8055 8.0916 -0.6154 0.08
H 3.6934 8.7308 -1.7910 0.10
H 4.4870 9.8198 -0.6521 0.10
H 9.2320 10.4342 -1.8118 0.10
H 9.4035 10.2582 -3.5639 0.10
H 9.5278 8.8301 -2.5288 0.09
C 9.3285 5.2972 -11.8613 -0.05
O 10.0378 4.4669 -10.9635 0.02
C 9.5670 4.4268 -9.7219 -0.61
O 8.6425 5.0846 -9.3070 0.11
O 10.2630 3.5372 -9.0331 0.03
C 9.7513 3.2352 -7.7321 -0.02
H 9.7263 5.1225 -12.8541 0.09
H 9.3925 6.3592 -11.6150 0.10
H 8.2577 5.0788 -11.8429 0.10
H 10.3065 3.8121 -6.9963 0.09
H 9.9759 2.1872 -7.5392 0.10
H 8.6841 3.4266 -7.6871 0.08
```